# C39H49N5OSe2SiTl

A molecular structure, C39H49N5OSe2SiTl (ωB97M-V/def2-TZVPD, OMol25).

Values from the calculation:
* HOMO energy: -0.1081 hartree
* multiplicity: 1
* energy relative to the best compared isomer or geometry (same formula, charge and spin): 0.6203 eV
* net charge: -1

Geometry as XYZ:
```
98
Properties=species:S:1:pos:R:3:forces:R:3
Tl 0.25064 -1.09251 0.88681 0.4 0.6 0.0
C -0.67035 -4.22672 -2.69377 0.1 0.0 -0.1
C -0.34579 -4.02373 -1.23853 0.1 0.0 -0.3
N -1.06058 -3.28881 -0.46744 0.2 -0.7 0.4
N -2.19728 -2.76889 -0.97077 -0.5 0.6 0.2
C -2.74181 -1.91110 -0.09395 -0.1 -0.2 0.0
O -2.31756 -1.57778 1.03813 0.0 0.0 -0.1
C -4.00020 -1.23011 -0.58504 0.0 0.0 -0.1
C -4.51897 -1.44649 -1.86104 0.0 0.0 0.0
C -5.61726 -0.72090 -2.30488 0.0 -0.1 0.0
C -6.20845 0.22911 -1.47996 0.0 0.0 0.0
C -5.70047 0.44427 -0.20473 0.0 -0.1 0.0
C -4.60205 -0.28284 0.23861 0.0 0.0 0.0
C 0.88982 -4.62963 -0.68977 0.0 0.1 0.1
C 1.72730 -5.38708 -1.51700 0.0 0.0 -0.2
C 2.86413 -5.97525 -0.99724 0.0 0.0 -0.1
C 3.17008 -5.78870 0.33989 0.0 0.0 0.1
C 2.31161 -4.99030 1.08246 -0.2 0.2 0.0
N 1.20640 -4.43290 0.59759 -0.1 -0.1 0.2
H -1.62074 -3.74513 -2.90333 0.0 0.0 0.0
H -0.73935 -5.28616 -2.95376 0.0 0.0 0.0
H 0.10197 -3.77397 -3.32715 0.0 -0.1 0.0
H -4.02994 -2.17488 -2.49467 0.0 0.0 0.0
H -6.01148 -0.89022 -3.30028 0.0 0.0 0.0
H -7.05016 0.81253 -1.83554 0.0 0.0 0.0
H -6.15643 1.18473 0.44307 0.0 0.0 0.0
H -4.16789 -0.11490 1.21728 0.0 0.0 0.0
H 1.48829 -5.49975 -2.56595 0.0 0.0 0.0
H 3.51421 -6.56494 -1.63296 0.0 0.0 0.0
H 4.04078 -6.24685 0.79225 0.0 0.1 0.0
H 2.51996 -4.77254 2.12901 0.0 -0.1 -0.1
C -0.36310 1.06892 2.25885 0.0 -0.3 0.0
Si -0.64587 2.46605 1.17307 -0.1 -0.1 0.0
C -1.26264 1.88166 -0.53838 0.1 -0.2 -0.1
N -0.37937 0.88336 -1.16816 -0.1 0.2 -0.2
C -1.04558 0.08699 -2.20085 0.0 0.2 -0.1
C -1.23997 0.84955 -3.51173 0.1 0.0 0.1
C 0.11724 1.38752 -4.03106 0.0 -0.1 0.1
C 1.25497 1.05058 -3.06124 -0.2 0.0 0.0
C 0.90342 1.45390 -1.63366 -0.1 -0.1 0.1
C 0.90625 3.53061 0.97764 0.2 0.1 0.1
C 0.91556 4.73335 0.26256 0.0 0.0 0.0
C 2.06856 5.50169 0.14798 0.0 -0.1 0.0
C 3.24832 5.07916 0.75336 -0.1 -0.1 0.0
C 3.26396 3.88598 1.46752 -0.1 0.0 0.0
C 2.10307 3.12457 1.57852 0.0 0.1 -0.1
C -2.01818 3.66248 1.75527 -0.1 0.0 0.1
C -1.73538 4.75121 2.58927 0.0 0.0 -0.1
C -2.74255 5.45591 3.23970 0.0 0.0 -0.1
C -4.07236 5.08626 3.07373 0.1 -0.1 0.0
C -4.38329 4.01888 2.23925 0.1 0.0 0.0
C -3.36907 3.32201 1.59130 0.1 0.0 -0.1
H -1.29900 0.58252 2.56666 0.1 0.1 0.0
H 0.28318 1.23356 3.12829 -0.1 0.0 -0.1
H -1.48869 2.73213 -1.21330 0.0 -0.1 0.1
H -2.22020 1.37714 -0.33654 0.1 0.1 0.0
H -2.00495 -0.24592 -1.81085 0.1 0.1 0.0
H -0.45884 -0.81938 -2.38178 0.0 0.0 0.1
H -1.93410 1.67418 -3.33355 0.0 0.0 0.0
H -1.71516 0.19242 -4.24418 0.0 0.0 0.0
H 0.07167 2.47411 -4.15045 0.0 0.0 0.0
H 0.34682 0.97023 -5.01549 0.0 0.1 0.0
H 2.16893 1.56981 -3.35927 0.0 0.0 0.0
H 1.47133 -0.02090 -3.09265 0.0 0.1 0.0
H 0.85757 2.54559 -1.58725 0.0 0.1 0.0
H 1.70927 1.14450 -0.95823 0.0 0.1 0.0
H 0.00020 5.07819 -0.21575 0.1 0.0 0.1
H 2.05064 6.43066 -0.41133 0.0 0.0 0.0
H 4.14862 5.67772 0.66835 0.0 0.0 0.0
H 4.18023 3.54648 1.93931 0.0 0.0 0.0
H 2.12501 2.18558 2.12245 0.0 0.1 0.0
H -0.69942 5.04915 2.73630 -0.1 0.0 0.0
H -2.49144 6.29098 3.88465 0.0 0.0 0.0
H -4.85850 5.62039 3.59493 0.0 0.0 0.0
H -5.41823 3.72369 2.10161 0.0 0.0 0.0
H -3.63615 2.48426 0.94830 0.0 0.1 0.1
C 4.30755 -0.71262 4.04770 -0.1 0.0 -0.1
Se 3.33839 -0.48663 2.37195 0.2 -0.1 0.0
C 4.69873 -1.34114 1.24301 -0.2 0.2 0.0
C 4.77891 -0.71434 -0.13882 -0.1 -0.1 -0.1
Se 3.35097 -1.31915 -1.33935 0.1 -0.1 0.0
C 4.18492 -0.56604 -2.93193 0.0 -0.1 0.1
H 4.37742 -1.76806 4.30144 0.0 0.0 0.0
H 3.72718 -0.19526 4.80860 0.0 0.0 0.0
H 5.29832 -0.26825 3.97531 0.0 0.0 0.0
H 4.48578 -2.40559 1.17861 0.0 -0.1 0.0
H 5.64516 -1.19944 1.76263 0.1 0.0 0.0
H 5.70976 -1.00112 -0.62769 0.1 0.0 0.0
H 4.72770 0.37075 -0.07638 0.1 0.1 0.0
H 4.15493 0.52042 -2.88870 0.0 0.0 0.0
H 3.61385 -0.91184 -3.79131 0.0 0.0 0.0
H 5.21208 -0.91707 -3.00702 0.0 0.0 0.0
C -1.81013 -3.94714 3.29560 0.1 -0.1 0.0
C -0.69844 -3.00924 3.43042 -0.3 0.2 -0.3
N 0.11675 -2.19906 3.44549 0.0 -0.4 0.5
H -2.02112 -4.42322 4.25067 0.0 0.0 0.0
H -1.54951 -4.70291 2.55401 0.0 0.1 0.0
H -2.69043 -3.40833 2.94528 0.1 0.1 0.0
```
Positions in Å, forces in eV/Å.

Results of the Löwdin charge analysis, in e, for atoms 1 through 6: Tl 0.699; C -0.055; C -0.314; N -0.011; N 0.027; C -0.514